# C25H52N5OPdSSi4

A structure of composition C25H52N5OPdSSi4 at a distorted geometry (wB97M-V/def2-TZVPD, the OMol25 dataset).

Properties
HOMO-LUMO gap (spin up / spin down) = 5.6 / 6.4 eV
energy relative to the best compared isomer or geometry (same formula, charge and spin) = 0.794 eV
multiplicity = 2
total energy = -3016.8753 Ha
HOMO energy (spin up / spin down) = -5.7 / -6.4 eV

The geometry in XYZ format:
```
89
Properties=species:S:1:pos:R:3:mulliken_charge:R:1
Pd -0.81509 0.24406 -0.19562 0.152
N -2.38412 -1.47640 -2.11723 -0.220
C -3.50694 -1.39669 -3.06999 -0.792
C -4.83615 -1.06065 -2.39479 -0.503
C -5.07900 0.40244 -1.98978 -0.902
C -4.15498 0.98110 -0.91585 0.102
N -2.88488 1.54147 -1.37119 -0.067
H -1.50461 -1.57756 -2.60608 0.066
H -2.47899 -2.28011 -1.50925 0.177
H -3.63143 -2.33385 -3.62138 0.513
H -3.26545 -0.62686 -3.80890 0.264
H -4.94762 -1.70270 -1.50940 0.207
H -5.62985 -1.35404 -3.08953 0.389
H -6.10791 0.47313 -1.62395 0.420
H -5.02095 1.03617 -2.88370 0.316
H -3.91375 0.19682 -0.19768 -0.610
H -4.68301 1.76039 -0.36367 0.672
H -2.99389 2.44122 -1.82260 0.204
H -2.46670 0.93073 -2.05680 -0.017
C -2.79136 -0.81345 4.75192 -1.152
Si -3.09263 -1.23300 2.95273 0.809
C -4.52187 -0.15646 2.41836 -1.025
C -3.71690 -2.99958 2.88144 -1.189
Si -1.19316 -1.17010 1.59166 -0.389
Si 0.61269 -2.23090 2.64251 0.857
C 0.36259 -2.61085 4.45813 -1.310
C 0.89430 -3.90299 1.84188 -1.082
C 2.24107 -1.30901 2.52405 -0.940
Si -0.54596 1.94788 1.36486 1.120
C -2.07706 2.99873 1.53826 -1.016
C -0.11951 1.56436 3.15260 -0.929
C 0.80785 3.12855 0.82595 -1.106
H -3.70362 -1.01775 5.32792 0.437
H -2.54410 0.24727 4.87101 0.330
H -1.97771 -1.39874 5.18408 0.252
H -5.24916 -0.13250 3.23813 0.415
H -5.02296 -0.55324 1.52979 0.297
H -4.21856 0.87103 2.19939 0.147
H -4.57505 -3.13917 3.55203 0.363
H -2.93977 -3.71990 3.16546 0.276
H -4.03610 -3.24090 1.86122 0.286
H -0.50391 -3.26588 4.61286 0.307
H 0.21774 -1.70369 5.05470 0.327
H 1.25239 -3.12965 4.84014 0.377
H 0.00897 -4.54488 1.93053 0.272
H 1.73388 -4.40802 2.33832 0.342
H 1.12537 -3.79801 0.77635 0.243
H 2.38564 -0.62715 3.36774 0.453
H 2.30207 -0.72083 1.60528 -0.056
H 3.06168 -2.03765 2.53111 0.399
H -2.86031 2.40300 2.01565 0.058
H -2.46694 3.36559 0.58291 0.195
H -1.85940 3.86302 2.18396 0.406
H -1.01230 1.16955 3.65593 -0.074
H 0.20590 2.46808 3.69934 0.486
H 0.67331 0.81596 3.23653 0.023
H 0.74648 3.40726 -0.23487 0.080
H 1.80619 2.71722 1.01549 0.234
H 0.70593 4.04324 1.42180 0.406
O -0.30236 1.10636 -2.62096 -0.358
N 0.72459 1.57871 -3.23703 0.040
C 1.01746 2.89087 -3.17253 -0.118
C 2.13633 3.40120 -3.80598 -0.866
C 2.97612 2.55914 -4.50895 -0.252
C 2.66483 1.21601 -4.55262 -0.913
C 1.53531 0.74218 -3.90860 -0.058
H 0.31615 3.46941 -2.59291 0.585
H 2.33445 4.46258 -3.73406 0.425
H 3.85270 2.94440 -5.01516 0.430
H 3.29493 0.50906 -5.07538 0.419
H 1.22763 -0.29108 -3.87248 0.571
N 2.33049 0.69897 -0.99139 0.267
C 2.42495 -0.62497 -1.17245 -0.023
S 1.06159 -1.58463 -1.21348 -0.579
N 3.67079 -1.16040 -1.27105 0.187
C 4.93680 -0.54030 -1.44407 0.055
C 5.11511 0.70188 -2.04719 0.452
C 6.39824 1.22372 -2.19467 -0.678
C 7.50581 0.51840 -1.76524 -0.563
C 7.32629 -0.73718 -1.19848 -0.551
C 6.05463 -1.26379 -1.04215 -0.558
H 1.40820 0.98245 -0.66711 -0.690
H 3.11581 1.20079 -0.60820 0.481
H 3.66195 -2.16196 -1.17525 0.279
H 4.27932 1.24183 -2.46448 0.175
H 6.52157 2.19162 -2.66741 0.395
H 8.49861 0.93346 -1.87897 0.390
H 8.18187 -1.31240 -0.86975 0.376
H 5.91950 -2.24149 -0.59174 0.382
```



# C25H53Cl10N4O

A cluster of 6 separate species, C25H53Cl10N4O in total at a distorted geometry (wB97M-V/def2-TZVPD, the OMol25 dataset).

Properties
HOMO-LUMO gap = 8.1 eV
energy relative to the best compared isomer or geometry (same formula, charge and spin) = 2.143 eV
total energy = -5880.2723 Ha
HOMO energy = -11.5 eV
net charge = +1

The geometry in XYZ format:
```
93
Properties=species:S:1:pos:R:3:mulliken_charge:R:1
C -0.84880 -3.37216 3.43988 -0.145
C 0.52226 -4.18835 3.25688 -0.735
C 1.52343 -3.44871 2.25563 -0.365
C 0.92460 -3.35585 0.78578 -0.241
C 1.21783 -1.99502 0.05214 -0.478
C 0.70088 -0.70872 0.84136 0.180
C 0.30455 0.46236 -0.17496 -0.267
C -1.27706 0.73352 -0.14858 -0.871
C -1.93856 -0.47824 -0.89641 0.513
C -3.24430 -1.05167 -0.23973 -1.209
C -3.39301 -2.52594 -0.83834 -0.184
C -4.66094 -3.22188 -0.21557 -0.619
C -4.45470 -4.73036 0.19523 0.041
O -3.11177 -5.06895 0.55801 -0.534
C -5.02839 -5.77436 -0.87214 -0.878
N -4.14067 -5.98498 -2.03608 -0.620
N -3.58152 -2.35374 -2.32711 -0.260
C -2.54976 -1.50644 -2.88538 0.421
N -1.78756 -1.91260 -3.87329 -0.280
N -2.28790 -0.19692 -2.33829 -0.377
H -0.87966 -2.89167 4.45272 0.355
H -1.71449 -4.09313 3.36463 0.122
H -0.92209 -2.62797 2.60615 -0.331
H 0.99518 -4.28544 4.27325 0.374
H 0.30086 -5.24294 2.91566 0.277
H 2.45005 -4.09736 2.25320 0.351
H 1.79366 -2.44990 2.68589 0.091
H -0.17092 -3.62506 0.82675 -0.239
H 1.41313 -4.19499 0.20398 0.436
H 2.32834 -1.85543 -0.09587 0.333
H 0.78692 -2.05548 -0.99379 0.323
H -0.18718 -0.98241 1.48792 -0.206
H 1.53747 -0.38356 1.50772 0.048
H 0.51098 0.07823 -1.22243 0.281
H 0.90271 1.39111 -0.02952 0.125
H -1.55365 0.76582 0.94273 0.318
H -1.51221 1.74030 -0.59397 0.373
H -1.20049 -1.33925 -0.92870 -0.096
H -4.15022 -0.49624 -0.62856 0.053
H -3.26040 -1.02541 0.87923 0.478
H -2.41766 -3.03449 -0.62900 0.388
H -5.01130 -2.64936 0.67802 0.461
H -5.46220 -3.21329 -1.01574 0.171
H -5.08801 -4.89758 1.12231 0.416
H -3.11445 -5.62821 1.34522 0.346
H -5.13483 -6.74291 -0.30062 0.366
H -6.08345 -5.48197 -1.15447 0.342
H -3.41557 -6.62873 -1.71855 0.323
H -3.69097 -5.08427 -2.23093 0.273
H -4.50326 -1.94802 -2.51114 0.366
H -1.97740 -2.84923 -4.23858 0.294
H -1.00209 -1.39030 -4.25258 0.253
H -1.49495 0.23947 -2.81883 0.355
Cl 2.07490 2.59878 -1.94913 -0.210
C 3.47146 2.44584 -0.84784 0.251
C 4.62125 1.70487 -1.49013 -0.296
Cl 4.24809 -0.02138 -1.74439 -0.209
H 3.13958 1.94942 0.06594 -0.458
H 3.77992 3.46025 -0.58956 0.371
H 5.49614 1.74727 -0.84056 0.440
H 4.89323 2.13930 -2.45460 0.126
Cl 3.92316 0.94238 1.91144 -0.109
C 3.65549 1.58314 3.55446 -0.527
C 4.30088 2.93726 3.74967 -0.449
Cl 6.07848 2.83983 3.74605 -0.178
H 4.03482 0.85162 4.26723 0.426
H 2.57619 1.66407 3.69084 0.240
H 4.00777 3.34952 4.71565 0.344
H 3.99906 3.64038 2.97341 0.291
Cl -1.78043 5.53979 -0.15116 -0.085
C -0.90804 6.61854 -1.27069 -0.572
C 0.39110 6.00509 -1.73994 -0.383
Cl 1.59076 5.88478 -0.43020 -0.174
H -0.74569 7.57166 -0.76828 0.349
H -1.56552 6.79112 -2.12353 0.299
H 0.83652 6.62427 -2.51936 0.355
H 0.23465 5.00612 -2.14701 0.209
Cl 8.31466 5.05207 -1.08437 -0.178
C 8.83802 3.55684 -1.89856 -0.463
C 8.31351 3.46441 -3.31426 -0.448
Cl 6.54580 3.23499 -3.36109 -0.195
H 8.51012 2.71131 -1.29419 0.311
H 9.92823 3.56636 -1.90875 0.333
H 8.75760 2.60524 -3.81792 0.292
H 8.55357 4.35765 -3.89005 0.343
Cl -5.32766 1.91463 -0.15583 -0.171
C -5.65901 2.52517 1.48688 -0.458
C -5.05056 3.88994 1.72148 -0.459
Cl -3.27176 3.83174 1.77071 -0.154
H -5.28453 1.79230 2.20089 0.284
H -6.74294 2.58041 1.59133 0.382
H -5.38164 4.28149 2.68379 0.330
H -5.34378 4.59831 0.94685 0.284
```